# C8H10O8PSn

C8H10O8PSn as an isolated structure (ωB97M-V with the def2-TZVPD basis set, the Open Molecules 2025 dataset).

Each line ends with the natural charge from an NBO analysis.
Atoms and positions in Å:
O: -4.82 -2.78 -1.07  -0.208
C: -3.70 -2.66 -0.80  0.531
Sn: -1.73 -1.51 -0.80  1.075
C: 0.47 -1.89 -0.51  0.440
O: 1.53 -2.38 -0.40  -0.248
C: -1.16 0.61 -1.65  0.336
O: -0.99 1.59 -2.26  -0.284
C: -1.84 -0.46 1.26  0.471
O: -2.17 -0.15 2.33  -0.211
C: -1.30 -2.44 -3.23  0.536
O: -0.78 -2.80 -4.19  -0.261
H: -2.68 -0.23 -1.71  -0.037
C: -0.05 3.22 0.11  -0.269
O: -0.39 1.93 0.67  -0.790
P: 0.28 0.51 0.38  1.942
O: 1.56 0.88 -0.52  -0.815
C: 2.95 0.82 -0.09  -0.257
O: 0.92 0.11 1.81  -0.777
C: 0.97 -1.15 2.53  -0.267
H: -0.95 3.68 -0.29  0.236
H: 0.70 3.14 -0.68  0.220
H: 0.33 3.81 0.94  0.262
H: 3.45 0.05 -0.68  0.225
H: 3.37 1.79 -0.33  0.255
H: 3.06 0.63 0.97  0.216
H: 0.19 -1.86 2.23  0.163
H: 1.97 -1.58 2.42  0.247
H: 0.82 -0.86 3.58  0.270

Results
**E_LUMO (alpha / beta)**: -15.20 / -14.79 eV
**E_HOMO (alpha / beta)**: -20.8 / -21.0 eV
**Net charge**: +3
**ΔE to the lowest compared entry with this formula, charge and spin**: 47.1 kJ/mol